The following is a quantum chemistry calculation of a structure of composition C3H6N2O, from the Open Molecules 2025 dataset.

Properties
HOMO level = -9.01 eV
E = -8233.377 eV
LUMO energy = 0.036 Eh
HOMO-LUMO gap = 10.000 eV

Structure (XYZ):
```
12
C3H6N2O, DFT ωB97M-V with the def2-TZVPD basis set
N -0.17244 -0.32386 1.59589
C -0.16889 0.52351 0.40759
C 1.12694 0.70329 -0.48801
O 0.41487 0.15668 -1.63235
C -0.65487 -0.17088 -0.83612
N -1.61344 -0.95504 -1.03270
H -0.45762 -1.27181 1.48757
H 0.46880 -0.04513 2.31367
H -0.86731 1.07132 1.07805
H 1.54925 1.68170 -0.73096
H 1.93240 0.00787 -0.20427
H -1.55769 -1.37767 -1.95835
```